No. 1
Below is C27H23ClN6O3S5Ti as an isolated structure, with properties calculated with the ωB97M-V functional and the def2-TZVPD basis.

The geometry in XYZ format:
```
66
Properties=species:S:1:pos:R:3:forces:R:3
Ti 0.00973 -0.63565 -0.07397 -0.168 0.167 0.113
C 3.18221 0.63023 -5.58134 0.046 -0.049 -0.009
C 2.21747 -0.37594 -4.96164 -0.026 -0.065 0.035
N 1.18309 0.24931 -4.18236 -0.059 0.160 -0.031
C 1.28941 0.62016 -2.88222 0.344 0.006 0.011
S 2.64618 0.19190 -1.94342 -0.112 0.042 -0.008
N 0.28711 1.41072 -2.48945 -0.280 0.124 0.384
N 0.04823 1.38988 -1.16274 -0.260 0.311 -0.112
C -0.53283 2.43487 -0.64034 0.351 -0.275 -0.427
C -0.78888 3.68690 -1.42271 -0.069 -0.116 0.021
C -0.91746 2.33422 0.75755 0.025 -0.030 0.209
C -1.45582 3.41583 1.45861 -0.024 -0.112 -0.020
C -1.78627 3.26031 2.79253 0.036 -0.113 0.088
C -1.54294 2.04247 3.41138 -0.006 0.115 -0.093
C -0.99439 1.02054 2.64967 -0.001 0.026 0.032
N -0.70913 1.14794 1.35827 0.062 0.126 -0.026
H 3.95717 0.11602 -6.15692 0.016 0.017 -0.004
H 2.65726 1.31824 -6.24773 -0.015 0.016 -0.014
H 3.66079 1.20850 -4.78983 -0.006 -0.010 -0.002
H 1.73316 -0.97893 -5.73394 0.025 -0.002 -0.006
H 2.75978 -1.05254 -4.30114 0.002 -0.017 -0.037
H 0.32417 0.53442 -4.62520 -0.003 -0.071 0.026
H -0.18039 3.66483 -2.32260 0.006 0.020 -0.023
H -1.84053 3.74344 -1.72282 0.007 0.007 -0.010
H -0.55588 4.57984 -0.83868 0.024 -0.014 -0.013
H -1.63172 4.35108 0.94840 -0.012 0.013 0.037
H -2.22341 4.08276 3.34724 -0.006 -0.008 -0.013
H -1.77991 1.86831 4.45188 -0.018 0.009 -0.001
H -0.77038 0.05353 3.08579 -0.014 -0.016 -0.036
O -5.65216 -0.58536 4.24891 0.048 0.104 0.069
C -4.76784 -0.69859 3.42172 -0.192 -0.194 -0.075
S -4.77292 0.08718 1.85005 -0.008 0.095 0.018
C -3.26666 -0.58077 1.22860 0.168 -0.062 -0.048
C -2.61410 -1.42423 2.05832 0.073 0.019 -0.097
S -1.07716 -2.18210 1.70546 0.037 0.047 0.067
S -3.35965 -1.73388 3.62141 0.067 0.030 0.044
S -2.70547 -0.10566 -0.33820 -0.122 -0.125 -0.009
Cl 0.32771 -6.54574 -4.51657 -0.009 -0.009 -0.016
C 0.08390 -5.00167 -3.68694 0.051 -0.038 0.019
C -0.88941 -4.13422 -4.15656 -0.030 0.053 0.000
C -1.06118 -2.91050 -3.49477 0.051 -0.064 -0.020
C -0.28857 -2.55431 -2.39346 -0.017 0.163 -0.014
O -0.41394 -1.37381 -1.83986 0.069 -0.018 -0.017
C 0.69480 -3.48015 -1.90169 0.105 -0.139 -0.016
C 1.47866 -3.17840 -0.78410 -0.023 -0.013 -0.038
O 1.37110 -2.12278 -0.02492 -0.298 -0.047 0.063
C 0.86708 -4.70743 -2.59525 -0.031 0.006 -0.020
H -1.49840 -4.39657 -5.01062 0.004 -0.024 -0.016
H -1.80936 -2.20717 -3.83832 0.006 0.049 0.036
H 2.26177 -3.89239 -0.51077 -0.004 0.010 0.033
H 1.61225 -5.41401 -2.25039 0.010 -0.011 -0.004
N 2.83733 -0.41962 3.34277 0.040 0.049 0.045
C 1.98855 -0.90098 2.38748 0.017 0.042 0.020
N 1.68357 -0.01207 1.48982 0.263 -0.096 0.070
C 2.38138 1.13526 1.84867 -0.106 -0.045 -0.154
C 2.45932 2.37174 1.21148 0.034 -0.018 0.008
C 3.24339 3.34628 1.79889 0.019 -0.025 0.042
C 3.94926 3.10464 2.98789 -0.014 0.033 -0.026
C 3.89867 1.87495 3.61705 -0.011 -0.062 0.016
C 3.10658 0.89867 3.02158 0.012 -0.008 0.046
H 3.18038 -0.93574 4.13220 -0.032 0.025 -0.051
H 1.61533 -1.91175 2.39592 -0.030 0.015 -0.042
H 1.94818 2.52870 0.27245 -0.014 -0.016 0.006
H 3.32821 4.31598 1.32532 -0.001 0.013 -0.009
H 4.55427 3.89397 3.41755 -0.001 0.008 -0.006
H 4.45302 1.68493 4.52805 0.003 -0.008 0.003
```
Positions in Å, forces in eV/Å.

Computed properties:
Maximum force (eV Å⁻¹): 0.6
Charge: -2
Highest occupied orbital energy (alpha / beta) (eV): 0.22 / -1.14
⟨S²⟩: 2.04
Multiplicity: 3
E_LUMO (alpha / beta) (eV): 4.091 / 4.088
Gap between HOMO and LUMO (alpha / beta) (Eh): 0.1424 / 0.1920

---

No. 2
Below is C16H36N2O3P2W as an isolated structure at a distorted geometry, with properties calculated with the ωB97M-V functional and the def2-TZVPD basis.

The geometry in XYZ format:
```
60
Properties=species:S:1:pos:R:3:forces:R:3
W 0.33532 -0.25188 0.68573 1.341 0.507 0.700
N -1.88763 -0.01516 0.50411 -0.400 0.037 0.068
C -2.35317 1.35042 0.08142 0.060 -0.112 -0.012
C -1.26506 2.30920 0.47632 0.391 0.019 -0.138
O -1.28614 3.38499 0.93975 -0.176 -0.084 -0.214
N 0.09763 1.61682 0.34198 -0.191 0.024 0.460
C 1.25070 2.54330 0.38715 -0.337 -0.211 -0.131
C 2.51139 1.82904 0.81239 0.601 1.212 -0.151
O 3.60766 2.07241 0.99277 -0.531 -0.398 -0.010
O 2.00014 0.23562 1.00480 -0.785 -0.816 -0.247
H -2.25205 -0.71105 -0.15381 -0.031 0.060 0.056
H -2.33291 -0.24600 1.39697 -0.095 -0.002 -0.126
H -3.30714 1.61940 0.53983 0.095 0.026 -0.013
H -2.47270 1.37449 -1.00723 0.003 0.045 0.074
H 1.05163 3.36819 1.08505 0.076 -0.033 -0.078
H 1.43003 2.99194 -0.60079 0.058 -0.002 0.070
C -0.70139 -1.54965 3.90382 0.013 0.031 0.106
P -0.02950 -0.01951 3.26336 0.045 -0.003 -0.275
C -1.14331 1.33694 3.64498 0.054 -0.056 0.128
C 1.56980 0.28595 4.01565 -0.102 -0.013 0.144
H -0.89920 -1.35288 4.96616 -0.029 -0.085 -0.003
H 0.03889 -2.34640 3.83185 -0.018 0.049 0.029
H -1.63700 -1.84961 3.43003 0.003 0.013 0.009
H -1.18042 1.35945 4.74267 -0.064 0.070 -0.017
H -2.16160 1.17483 3.29007 -0.029 -0.006 0.015
H -0.76287 2.29795 3.30063 0.012 0.014 0.016
H 1.39199 0.21730 5.09736 0.104 0.035 -0.015
H 1.93147 1.29030 3.79190 0.011 -0.002 0.006
H 2.30944 -0.46344 3.73245 -0.019 -0.002 0.010
C -1.98382 -4.26858 1.01224 0.045 -0.012 0.006
C -0.45967 -4.23991 0.88775 0.045 0.042 -0.093
C 0.24771 -4.56387 2.20480 -0.014 -0.067 -0.056
P 0.13882 -2.73215 0.01054 0.103 -0.035 -0.379
C 1.98749 -2.81949 -0.29625 -0.033 -0.297 0.130
C 2.37618 -4.26332 -0.69981 0.100 0.177 0.084
C 2.47829 -1.84590 -1.37479 -0.081 0.272 -0.083
C -0.81124 -2.56827 -1.54867 -0.165 -0.064 0.020
C -0.64593 -3.71206 -2.56187 -0.025 0.106 0.013
C -0.56786 -1.21025 -2.21313 0.059 0.357 -0.055
H -2.26037 -5.18233 1.53950 -0.020 -0.023 -0.003
H -2.49818 -4.29193 0.05392 -0.024 0.001 -0.027
H -2.36345 -3.43458 1.60897 -0.015 0.016 0.025
H -0.14984 -4.96421 0.11890 -0.040 -0.068 0.098
H -0.29465 -4.13494 3.04362 0.002 -0.018 0.013
H 1.29517 -4.26534 2.24843 0.049 0.019 -0.034
H 0.22263 -5.64486 2.34991 0.003 0.002 -0.007
H 2.46525 -2.60820 0.67622 -0.119 0.023 -0.195
H 1.92258 -4.55350 -1.64473 0.002 -0.021 0.003
H 2.14565 -5.00357 0.05943 -0.007 -0.044 0.081
H 3.46015 -4.25680 -0.83286 0.009 -0.074 -0.028
H 2.23860 -2.21868 -2.37203 0.058 -0.035 0.059
H 3.56334 -1.74237 -1.30642 -0.062 -0.034 -0.006
H 2.06499 -0.81799 -1.34109 0.083 -0.171 0.094
H -1.84862 -2.60476 -1.17974 0.058 0.006 -0.082
H 0.36837 -3.75595 -2.95482 -0.007 0.003 -0.017
H -1.31592 -3.52908 -3.40300 -0.026 -0.014 -0.020
H -0.91371 -4.68206 -2.14663 0.012 -0.021 0.039
H 0.30173 -1.20171 -2.87183 -0.109 -0.025 0.067
H -0.38776 -0.33099 -1.50820 0.008 -0.269 -0.082
H -1.43734 -0.88648 -2.79292 0.051 -0.049 -0.026
```
Positions in Å, forces in eV/Å.

Computed properties:
Maximum force (eV Å⁻¹): 1.6
Charge: +4
Highest occupied orbital energy (eV): -22.96
E_LUMO (eV): -16.478
Gap between HOMO and LUMO (Eh): 0.2382

---

No. 3
Below is a 2-piece molecular cluster, C3H2FNO overall at a distorted geometry, with properties calculated with the ωB97M-V functional and the def2-TZVPD basis.

The geometry in XYZ format:
```
8
Properties=species:S:1:pos:R:3:forces:R:3
C -1.22681 -0.79625 -0.20708 6.797 -6.028 -3.780
C 1.13353 0.68929 -0.03692 2.488 -1.715 1.453
C 1.95281 0.02298 0.53895 -0.779 -0.232 -0.683
N -2.05298 -0.36534 0.46818 -4.003 3.580 1.697
O -2.78277 0.05890 1.28685 -2.887 1.197 3.271
F 2.70952 -0.89267 0.99894 0.270 0.194 0.085
H -0.74669 -0.52393 -1.13003 -0.063 1.026 -1.240
H 0.40737 1.36476 -0.19716 -1.823 1.977 -0.802
```
Positions in Å, forces in eV/Å.

Computed properties:
Maximum force (eV Å⁻¹): 9.8
Highest occupied orbital energy (alpha / beta) (eV): -5.79 / -10.26
⟨S²⟩: 2.01
Multiplicity: 3
E_LUMO (alpha / beta) (eV): 0.773 / -3.006
Gap between HOMO and LUMO (alpha / beta) (Eh): 0.2412 / 0.2667